14
Properties=species:S:1:pos:R:3:forces:R:3 method="wB97M-V/def2-TZVPD" e_lumo_ev=0.33 homo_ha=-0.28128 total_charge=0 homo_lumo_gap_ev=7.98
N 1.7614 0.8221 1.5378 0.002 0.036 -0.031
C 0.6846 0.3398 0.9271 0.067 0.050 0.105
O -0.4570 0.8551 1.0679 0.200 -0.084 0.046
C 0.4650 -0.8799 0.1230 0.010 -0.002 -0.029
C -1.0629 -0.5782 0.3268 -0.053 -0.096 0.117
C -1.5106 0.2548 -2.0872 0.034 -0.099 -0.143
O -1.2399 -0.6511 -2.8454 -0.046 0.315 0.238
H 1.6495 1.6089 2.1627 0.075 -0.082 -0.118
H 2.6628 0.3833 1.4456 -0.133 0.039 -0.043
H 0.9237 -1.7805 0.5469 -0.139 0.118 -0.024
H 0.7506 -0.7929 -0.9333 0.056 0.051 0.171
H -1.3460 -1.0797 1.2705 -0.066 0.046 -0.238
H -0.7434 0.9934 -1.7692 -0.091 -0.133 0.032
H -2.5377 0.5049 -1.7732 0.085 -0.159 -0.085